Entry 1:
{"formula": "C21H35Cl2GeN4O6Rb", "method": "ωB97M-V/def2-TZVPD", "relative_energy_kj_mol": 45.2, "spin_multiplicity": 2, "max_force_ha_per_bohr": 0.01066, "charge": -1, "symbols": ["Rb", "C", "C", "C", "C", "O", "Ge", "O", "C", "C", "C", "C", "O", "C", "C", "C", "C", "H", "H", "H", "H", "H", "H", "H", "H", "H", "H", "H", "H", "H", "H", "H", "H", "H", "H", "H", "H", "H", "H", "H", "H", "H", "H", "H", "Cl", "C", "C", "C", "Cl", "C", "C", "C", "C", "N", "C", "C", "O", "H", "H", "H", "H", "N", "N", "H", "H", "H", "H", "O", "N", "O"], "xyz": [[-0.084604, 0.060447, 0.215917], [1.514523, -3.167243, 1.547844], [2.714759, -2.364432, 1.034089], [3.334603, -1.569008, 2.183439], [3.764876, -3.328369, 0.471314], [2.302818, -1.420727, 0.072397], [1.817401, -1.863007, -1.726939], [0.057634, -2.331394, -1.239216], [-0.985116, -2.725635, -2.110274], [-1.719391, -1.492921, -2.647768], [-0.452204, -3.555190, -3.281095], [-1.945006, -3.573457, -1.277045], [1.324812, -0.083752, -2.112423], [2.166190, 0.975046, -2.517743], [3.307410, 0.479950, -3.408295], [1.287410, 1.950644, -3.298982], [2.743078, 1.678702, -1.283467], [1.823766, -3.904154, 2.295402], [1.023271, -3.676490, 0.718696], [0.778042, -2.501993, 2.005597], [3.649410, -2.223403, 3.001172], [2.607723, -0.849144, 2.568608], [4.200654, -1.010292, 1.824253], [4.152795, -3.980629, 1.258443], [4.593327, -2.763270, 0.039502], [3.338065, -3.951532, -0.315761], [-1.013812, -0.833778, -3.156026], [-2.183648, -0.928377, -1.835788], [-2.504811, -1.788767, -3.348442], [0.198079, -2.955175, -3.920816], [-1.278646, -3.933081, -3.888732], [0.128064, -4.402048, -2.908674], [-2.281598, -2.994838, -0.415230], [-1.432425, -4.470057, -0.919696], [-2.816726, -3.875963, -1.863716], [2.903482, -0.091154, -4.246307], [3.984547, -0.171189, -2.851510], [3.881979, 1.323388, -3.800117], [0.920577, 1.474155, -4.210316], [1.840923, 2.853401, -3.571678], [0.423067, 2.232998, -2.694631], [3.265089, 0.953474, -0.656680], [1.932748, 2.124502, -0.700046], [3.433332, 2.476017, -1.570669], [-3.799010, 3.372775, -2.128436], [-3.225972, 3.774795, -0.533458], [-3.696714, 4.938351, 0.066425], [-3.284758, 5.303393, 1.319769], [-3.908357, 6.778728, 2.033411], [-2.365057, 4.503893, 2.030567], [-1.882834, 4.814635, 3.321401], [-0.981053, 3.987715, 3.925732], [-0.557487, 2.836352, 3.239146], [-0.988537, 2.505233, 2.046607], [-1.882543, 3.312510, 1.421655], [-2.312507, 2.888969, 0.080211], [-1.890131, 1.828215, -0.442726], [-4.400513, 5.560192, -0.471129], [-2.233002, 5.712511, 3.812873], [-0.589712, 4.207398, 4.910661], [0.174922, 2.175715, 3.695071], [-3.965478, -1.623405, 1.724055], [-2.732540, -0.998908, 1.368411], [-4.375378, -1.202231, 2.551106], [-3.773965, -2.595838, 1.924345], [-2.215561, -0.693898, 2.187092], [-2.934970, -0.178358, 0.806335], [1.031043, 0.148596, 5.286677], [0.301310, -0.588693, 4.712819], [-0.227632, -0.570881, 3.652777]], "forces_ev_per_angstrom": [[0.0, 0.0, 0.4], [0.0, 0.0, 0.0], [0.0, 0.0, 0.0], [0.0, 0.0, 0.0], [0.0, 0.0, 0.0], [-0.1, 0.0, -0.1], [0.3, -0.3, -0.3], [0.1, 0.1, 0.1], [0.0, 0.0, 0.0], [0.1, 0.0, 0.0], [0.0, 0.0, 0.0], [0.0, 0.0, 0.0], [0.0, -0.1, 0.0], [0.0, 0.0, 0.0], [0.0, 0.0, 0.0], [0.0, 0.0, 0.0], [0.0, -0.1, 0.0], [0.0, 0.0, 0.0], [0.0, 0.0, 0.0], [0.0, 0.0, 0.0], [0.0, 0.0, 0.0], [0.0, 0.0, 0.0], [0.0, 0.0, 0.0], [0.0, 0.0, 0.0], [0.0, 0.0, 0.0], [0.0, 0.0, 0.0], [0.0, 0.0, 0.0], [0.0, 0.0, 0.0], [0.0, 0.0, 0.0], [0.0, 0.0, 0.0], [0.0, 0.0, 0.0], [0.0, 0.0, 0.0], [0.0, 0.0, 0.0], [0.0, 0.0, 0.0], [0.0, 0.0, 0.0], [0.0, 0.0, 0.0], [0.0, 0.0, 0.0], [0.0, 0.0, 0.0], [0.0, 0.0, 0.0], [0.0, 0.0, 0.0], [0.0, 0.0, 0.0], [0.0, 0.0, 0.0], [0.0, 0.0, 0.0], [0.0, 0.0, 0.0], [0.0, 0.0, 0.0], [0.0, 0.0, 0.0], [0.0, 0.0, 0.0], [0.0, 0.0, 0.0], [0.0, 0.0, 0.0], [0.0, 0.0, 0.0], [0.0, 0.0, 0.0], [0.0, 0.0, 0.0], [0.0, 0.0, 0.0], [0.0, 0.0, 0.0], [0.0, 0.0, 0.0], [0.0, 0.0, 0.0], [-0.3, 0.2, 0.0], [0.0, 0.0, 0.0], [0.0, 0.0, 0.0], [0.0, 0.0, 0.0], [0.0, 0.0, 0.0], [0.0, 0.0, 0.0], [0.0, 0.1, 0.0], [0.0, 0.0, 0.0], [0.0, 0.0, 0.0], [-0.1, 0.1, 0.0], [-0.1, 0.0, 0.0], [0.0, 0.0, 0.0], [0.0, -0.1, 0.0], [0.0, 0.0, 0.0]], "mulliken_charge": [-0.3455, -1.0222, 1.4285, -1.5447, -1.7908, 0.2984, -0.8799, 0.5377, 1.4967, -1.2331, -1.9514, -1.4644, 0.6308, 1.4328, -1.8503, -1.5904, -1.1344, 0.4815, 0.0937, 0.1413, 0.3833, 0.1323, 0.3873, 0.4615, 0.3353, 0.3809, 0.1271, 0.2409, 0.4650, 0.4104, 0.4566, 0.3614, 0.0694, 0.3905, 0.3927, 0.3625, 0.3862, 0.4495, 0.3834, 0.4011, 0.2454, 0.1369, 0.1851, 0.4272, -0.2649, 0.6684, -0.6004, 0.7851, -0.3169, -0.0690, -0.7884, -0.9114, -0.2795, 0.3836, -0.1159, -0.5480, -0.3081, 0.4374, 0.3796, 0.3918, 0.3618, -0.6884, 0.1017, 0.2105, 0.1915, 0.1170, 0.1483, -0.3300, 0.5492, -0.2114]}

Entry 2:
{"formula": "C6H12N2OS", "method": "ωB97M-V/def2-TZVPD", "relative_energy_kj_mol": 488.9, "smiles": "CC(C)(C)[S@@](C)(=O)=NC#N", "max_force_ha_per_bohr": 0.08374, "charge": 0, "symbols": ["C", "C", "C", "C", "C", "C", "N", "N", "O", "S", "H", "H", "H", "H", "H", "H", "H", "H", "H", "H", "H", "H"], "xyz": [[2.908220, -0.519658, -0.695174], [-0.534277, -1.007781, -0.959673], [-0.317766, -1.377383, 1.427183], [-1.966470, 0.320294, 0.633166], [0.571393, 1.959557, -1.064992], [-0.667710, -0.366681, 0.357836], [3.277634, -1.527123, -1.173066], [2.848480, 0.570420, -0.100357], [0.534212, 1.815877, 1.556670], [0.740423, 0.893298, 0.398722], [-0.661873, -0.448714, -1.871194], [0.446269, -1.435547, -0.822557], [-1.200335, -1.819234, -1.027758], [-1.098365, -2.056475, 1.639692], [-0.285974, -0.821764, 2.390057], [0.656214, -1.831257, 1.384646], [-2.152804, 0.568625, 1.687639], [-2.219297, 1.084352, -0.109779], [-2.752098, -0.400592, 0.418812], [1.239697, 1.549272, -1.895567], [-0.408905, 1.859043, -1.470940], [1.043323, 2.991474, -0.703363]], "forces_ev_per_angstrom": [[1.1, -2.4, -0.5], [1.0, -0.4, -0.4], [0.5, 2.1, 2.2], [-1.1, -0.1, 0.0], [2.7, 0.2, -0.4], [0.3, 0.6, 0.5], [-0.3, -0.6, -0.7], [-2.6, 2.8, 2.0], [0.3, -1.5, -1.0], [1.3, 2.4, 0.5], [0.2, 0.6, -0.1], [0.5, -0.4, -1.3], [-1.0, -1.2, 0.0], [-0.9, -1.1, -0.5], [0.1, -0.1, -0.4], [0.3, -0.4, -0.6], [0.4, 0.6, -0.5], [0.4, 0.4, 0.6], [0.0, -0.6, 0.0], [-0.6, 0.5, 1.3], [-1.0, 0.9, 0.1], [-1.6, -2.2, -0.8]], "mulliken_charge": [0.6306, -1.5864, -1.7238, -1.6171, -0.8384, 1.3279, -0.5540, -0.5211, -0.6467, 0.8529, 0.3558, 0.4047, 0.4805, 0.4568, 0.4375, 0.3906, 0.3327, 0.3424, 0.5054, 0.3295, 0.3246, 0.3158]}

Entry 3:
{"formula": "C9H11ClMoO3", "method": "ωB97M-V/def2-TZVPD", "relative_energy_kj_mol": 11.4, "spin_multiplicity": 3, "max_force_ha_per_bohr": 0.17970, "charge": 2, "symbols": ["Cl", "C", "C", "C", "H", "C", "C", "H", "H", "H", "C", "Mo", "C", "O", "C", "O", "H", "H", "H", "C", "O", "H", "H", "H", "H"], "xyz": [[1.585836, -2.609183, -0.497900], [-0.111010, 1.025456, -1.346734], [-1.167113, 1.074115, -0.375240], [-2.014639, -0.066148, -0.590391], [-1.331787, 1.878683, 0.347857], [-1.474908, -0.850987, -1.697318], [-0.276174, -0.153337, -2.163802], [0.365802, -0.473272, -2.974217], [0.637583, 1.792817, -1.525898], [-2.897039, -0.350566, -0.017187], [-1.904780, -2.211502, -2.129831], [-0.007906, -0.787688, -0.038020], [-0.522553, -0.814047, 1.907801], [-0.728752, -0.636144, 3.052318], [2.184794, -0.799598, 0.524754], [3.286165, -0.678513, 0.892750], [-2.478524, -2.667953, -1.310112], [-1.010570, -2.821531, -2.344649], [-2.531177, -2.160515, -3.023710], [1.741961, 1.894987, 2.547582], [1.231572, 2.350656, 1.290067], [0.821025, 1.636018, 3.078140], [2.309638, 2.664916, 3.093858], [2.335782, 0.974658, 2.504527], [1.956775, 2.788680, 0.795356]], "forces_ev_per_angstrom": [[-1.5, 0.2, -0.6], [-0.4, -0.1, -0.5], [-0.7, 0.6, -0.9], [0.2, 0.1, -0.6], [0.3, -0.4, -0.2], [0.7, 1.3, -0.8], [-2.0, 0.5, 0.3], [0.1, 0.0, 0.1], [0.0, -0.2, 0.4], [0.2, 0.2, -0.1], [0.2, -0.1, 0.6], [4.8, -3.8, -0.1], [-1.7, 1.9, 8.9], [1.0, -1.3, -6.4], [3.7, 2.1, 2.1], [-4.4, -0.6, -1.6], [0.0, -0.1, -0.4], [-0.5, 0.1, -0.1], [0.0, 0.0, 0.0], [-0.6, 0.0, 0.6], [1.0, -0.1, -0.9], [0.3, 0.3, 0.5], [-0.3, -0.3, -0.3], [0.2, 0.3, -0.3], [-0.6, -0.2, 0.5]], "mulliken_charge": [-0.1110, 0.2396, -0.4208, -0.8921, 0.5226, 1.1771, -0.9182, 0.4914, 0.5142, 0.4542, -1.1420, 0.3713, 0.2919, -0.0697, 0.5195, -0.0978, 0.3480, 0.3301, 0.3599, -0.5400, -0.4372, 0.1962, 0.3317, 0.1864, 0.2948]}

Entry 4:
{"formula": "C6H10O", "method": "ωB97M-V/def2-TZVPD", "relative_energy_kj_mol": 135.3, "smiles": "C[C@H]1C[C@]2(CO2)C1", "max_force_ha_per_bohr": 0.00634, "charge": 0, "symbols": ["C", "C", "C", "C", "C", "O", "C", "H", "H", "H", "H", "H", "H", "H", "H", "H", "H"], "xyz": [[-0.100078, -1.731230, 1.391284], [0.606767, -0.896334, 0.334163], [-0.246887, -0.583079, -0.928363], [-0.219433, 0.891771, -0.543005], [-0.415128, 2.078910, -1.368788], [-1.398705, 1.661384, -0.427209], [0.698475, 0.626893, 0.646651], [-1.044182, -1.261279, 1.693477], [-0.337859, -2.732184, 1.014048], [0.518103, -1.846219, 2.288742], [1.578307, -1.340242, 0.091040], [0.240945, -0.812408, -1.881452], [-1.252600, -1.016390, -0.930548], [0.098985, 3.009771, -1.126241], [-0.697971, 1.959856, -2.416324], [0.268739, 0.933960, 1.606692], [1.702523, 1.056820, 0.555836]], "forces_ev_per_angstrom": [[0.0, 0.0, 0.1], [0.1, -0.1, 0.0], [-0.1, -0.1, -0.1], [0.1, -0.1, -0.1], [0.2, 0.1, -0.2], [-0.2, 0.0, 0.1], [0.1, 0.1, 0.1], [0.1, 0.0, -0.1], [0.1, 0.1, 0.0], [-0.1, 0.0, -0.1], [-0.2, 0.1, 0.0], [-0.1, 0.1, 0.1], [0.1, 0.0, 0.0], [-0.1, -0.2, 0.0], [0.1, 0.0, 0.2], [0.0, -0.1, -0.1], [-0.2, -0.1, 0.0]], "mulliken_charge": [-1.5383, 0.4842, -0.9491, 0.8826, -0.5512, -0.5198, -0.9526, 0.3561, 0.3614, 0.3621, 0.3922, 0.2940, 0.3101, 0.2379, 0.2344, 0.3079, 0.2879]}